(1)
{"formula": "C27H42BrCoN12OSe", "method": "wB97M-V/def2-TZVPD", "homo_energy_ev": [-11.545, -11.542], "largest_force_ha_per_bohr": 0.1028, "orbital_gap_ev": [4.42, 4.36], "relative_energy_kj_mol": 206.64, "e_tot_ev": -221611.545, "spin_multiplicity": 1, "molar_mass_g_mol": 768.5, "total_charge": 2, "elements": ["Co", "C", "N", "C", "C", "N", "N", "C", "N", "N", "H", "H", "H", "H", "H", "H", "H", "H", "H", "H", "H", "C", "C", "C", "C", "C", "C", "C", "Br", "C", "O", "C", "C", "C", "C", "C", "C", "H", "H", "H", "H", "H", "H", "H", "H", "H", "H", "H", "H", "H", "H", "H", "H", "H", "H", "H", "H", "N", "N", "N", "C", "N", "N", "H", "H", "H", "C", "N", "C", "Se", "N", "C", "C", "C", "C", "C", "C", "H", "H", "H", "H", "H", "H", "H", "H"], "coordinates": [[0.8877, 1.1922, 1.2826], [-2.6697, 0.3072, 4.2340], [-2.2387, 1.6886, 4.0607], [-2.8343, 2.7189, 4.9079], [-1.1795, 1.9403, 3.2586], [-0.4653, 1.0271, 2.6881], [-0.9041, 3.2940, 3.0811], [0.0502, 3.9052, 2.2773], [-0.0474, 5.2551, 2.2773], [0.9260, 3.2333, 1.6193], [-3.6773, 0.3092, 4.6387], [-2.0174, -0.2458, 4.9153], [-2.7065, -0.2015, 3.2703], [-3.5602, 2.2467, 5.5614], [-3.3762, 3.4657, 4.3209], [-2.0906, 3.2067, 5.5409], [-0.7558, 0.0802, 2.8930], [-1.5468, 3.9219, 3.5301], [-0.7376, 5.7521, 2.8103], [0.6214, 5.8048, 1.7680], [1.5251, 3.8305, 1.0606], [0.8990, 2.4199, -6.0911], [0.1179, 1.1590, -5.6785], [0.9361, -0.0933, -6.0456], [-1.2055, 1.1267, -6.4402], [-0.0763, 1.1756, -4.1761], [1.0880, 1.2242, -3.3436], [0.9404, 1.2298, -2.0071], [2.4385, 1.2669, -0.8656], [-0.3688, 1.1879, -1.3605], [-0.4584, 1.1633, -0.1137], [-1.5541, 1.1349, -2.2122], [-1.3405, 1.1323, -3.5726], [-2.9848, 1.0614, -1.6851], [-3.6247, -0.2311, -2.2258], [-3.1277, 1.0400, -0.1586], [-3.7546, 2.2836, -2.2165], [1.0277, 2.4195, -7.1737], [1.8928, 2.4577, -5.6444], [0.3626, 3.3291, -5.8156], [1.0851, -0.1168, -7.1255], [0.4161, -1.0071, -5.7546], [1.9212, -0.0946, -5.5781], [-1.0002, 1.1265, -7.5103], [-1.8216, 2.0022, -6.2272], [-1.7829, 0.2270, -6.2201], [2.0728, 1.2511, -3.7873], [-2.2026, 1.0883, -4.2192], [-3.0745, -1.1100, -1.8853], [-3.6673, -0.2529, -3.3142], [-4.6477, -0.3042, -1.8549], [-2.6221, 0.1857, 0.2909], [-4.1933, 0.9681, 0.0648], [-2.7459, 1.9516, 0.3034], [-3.7935, 2.3104, -3.3050], [-3.3044, 3.2155, -1.8692], [-4.7813, 2.2468, -1.8504], [5.8094, 0.6194, 2.9762], [4.4353, 0.6784, 3.0688], [3.8309, 0.9064, 4.2083], [2.5656, 0.9803, 3.8163], [2.4473, 0.7924, 2.5023], [3.6748, 0.6160, 2.0279], [6.1565, 0.2569, 3.8572], [6.0467, 0.0251, 2.1906], [1.7389, 1.1432, 4.4835], [2.9506, -3.5803, -0.1953], [1.9378, -4.0311, 0.7411], [0.8521, -3.3393, 1.1331], [0.3064, -1.6620, 0.5585], [0.1760, -4.1213, 1.9978], [0.8216, -5.3437, 2.1668], [0.5242, -6.4648, 2.9249], [1.4133, -7.5224, 2.8395], [2.5524, -7.4610, 2.0281], [2.8438, -6.3386, 1.2718], [1.9505, -5.2824, 1.3631], [2.7617, -2.5341, -0.4193], [2.8980, -4.1674, -1.1114], [3.9353, -3.6955, 0.2554], [-0.7004, -3.8366, 2.3994], [-0.3569, -6.5170, 3.5495], [1.2223, -8.4202, 3.4105], [3.2176, -8.3121, 1.9879], [3.7197, -6.2959, 0.6393]], "mulliken_charge": [-0.616, -1.112, 0.178, -1.194, 0.759, 0.082, -0.117, 0.634, -0.395, -0.124, 0.360, 0.360, 0.379, 0.356, 0.392, 0.430, -0.045, 0.150, 0.159, 0.198, 0.130, -1.597, 1.880, -1.572, -2.052, -0.510, -0.287, 0.461, -0.101, 0.572, -0.339, -0.571, -0.379, 2.319, -1.685, -2.184, -1.732, 0.455, 0.324, 0.367, 0.441, 0.368, 0.342, 0.443, 0.404, 0.397, 0.444, 0.422, 0.337, 0.349, 0.478, 0.220, 0.674, 0.225, 0.331, 0.365, 0.477, -0.577, 1.125, -0.891, -0.408, 0.823, -0.573, 0.316, 0.300, 0.562, -0.875, 0.342, -0.064, -0.432, 0.055, 0.305, -0.856, -0.479, -0.672, -0.584, 0.785, 0.187, 0.344, 0.350, 0.212, 0.413, 0.412, 0.406, 0.424]}



(2)
{"formula": "C27H43AsBF4N5OSi2Zr", "method": "wB97M-V/def2-TZVPD", "homo_energy_ev": -12.602, "largest_force_ha_per_bohr": 0.0263, "orbital_gap_ev": 7.00, "relative_energy_kj_mol": 163.21, "e_tot_ev": -127614.468, "spin_multiplicity": 1, "molar_mass_g_mol": 762.8, "total_charge": 2, "elements": ["Zr", "C", "N", "C", "C", "C", "C", "C", "C", "N", "C", "C", "C", "C", "C", "C", "N", "C", "C", "C", "C", "C", "N", "H", "H", "H", "H", "H", "H", "H", "H", "H", "H", "H", "H", "H", "H", "H", "H", "H", "H", "C", "Si", "C", "C", "As", "Si", "C", "C", "C", "H", "H", "H", "H", "H", "H", "H", "H", "H", "H", "H", "H", "H", "H", "H", "H", "H", "H", "F", "B", "F", "F", "F", "C", "N", "C", "C", "O", "H", "H", "H", "H", "H", "H", "H"], "coordinates": [[0.3521, 0.5923, 0.6066], [-0.8717, 3.7948, 0.7096], [0.4465, 3.1416, 0.7914], [1.3250, 3.7540, -0.2199], [2.6255, 3.0319, -0.3850], [3.8061, 3.7330, -0.5547], [4.9716, 3.0318, -0.8195], [4.9066, 1.6518, -0.9081], [3.6896, 1.0335, -0.7033], [2.5603, 1.6989, -0.4430], [0.9677, 3.3422, 2.1576], [0.2019, 2.4640, 3.1132], [0.1915, 2.7328, 4.4651], [-0.5718, 1.9387, 5.3047], [-1.3337, 0.9185, 4.7548], [-1.2650, 0.6992, 3.4000], [-0.4945, 1.4425, 2.5783], [-1.8000, 3.0938, -0.2208], [-2.6947, 3.8087, -0.9877], [-3.6964, 3.1292, -1.6654], [-3.7716, 1.7601, -1.5143], [-2.8104, 1.1179, -0.7574], [-1.8116, 1.7509, -0.1362], [-0.7663, 4.8452, 0.4392], [-1.3381, 3.7641, 1.6898], [1.5101, 4.8028, 0.0182], [0.7910, 3.7245, -1.1710], [3.8070, 4.8149, -0.4853], [5.9107, 3.5536, -0.9516], [5.7872, 1.0571, -1.1153], [3.6115, -0.0428, -0.7414], [0.8547, 4.3830, 2.4640], [2.0299, 3.1158, 2.1882], [0.7769, 3.5596, 4.8506], [-0.5855, 2.1297, 6.3718], [-1.9665, 0.2908, 5.3692], [-1.8275, -0.0935, 2.9370], [-2.6258, 4.8891, -1.0302], [-4.4140, 3.6666, -2.2730], [-4.5606, 1.1838, -1.9781], [-2.8536, 0.0548, -0.6134], [-0.7423, -3.5342, -2.6145], [-1.8247, -2.3998, -1.5869], [-3.3766, -3.3466, -1.1689], [-2.3192, -1.0752, -2.8352], [-1.1631, -1.4674, 0.5084], [-0.6047, -3.5411, 1.5982], [-0.0114, -4.8159, 0.3830], [-2.2435, -4.0500, 2.3141], [0.6261, -3.5043, 2.9866], [-1.4366, -4.2215, -3.1130], [-0.0159, -4.1370, -2.0688], [-0.2160, -2.9719, -3.3956], [-3.9789, -3.4963, -2.0726], [-3.9773, -2.8051, -0.4326], [-3.1463, -4.3342, -0.7511], [-2.1951, -1.4912, -3.8424], [-1.7394, -0.1486, -2.7767], [-3.3770, -0.8115, -2.7200], [-0.7989, -5.1103, -0.3170], [0.2819, -5.7066, 0.9504], [0.8597, -4.4784, -0.1865], [-3.0387, -4.0118, 1.5646], [-2.5231, -3.3742, 3.1303], [-2.1937, -5.0697, 2.7152], [1.6233, -3.1711, 2.6900], [0.7170, -4.5383, 3.3426], [0.2914, -2.8857, 3.8235], [0.9776, -0.7474, 2.6264], [2.2492, -0.5428, 2.0595], [2.0058, -0.8799, 0.6376], [2.3245, 0.8866, 1.9971], [3.2964, -1.1781, 2.5824], [1.8652, -1.8659, -2.5304], [1.3091, -0.7281, -3.2748], [1.4562, -0.7525, -4.7457], [0.6798, 0.2671, -2.7107], [0.4628, 0.4188, -1.4801], [2.9367, -1.7387, -2.3962], [1.6956, -2.7714, -3.1069], [1.3766, -1.9644, -1.5723], [2.3539, -1.3089, -4.9971], [1.5500, 0.2569, -5.1400], [0.6000, -1.2413, -5.2076], [0.3193, 1.0265, -3.4009]], "mulliken_charge": [0.137, -1.386, 1.034, -0.979, 0.174, -1.053, -0.572, -1.174, -0.235, 0.765, -1.535, 0.911, -1.076, -0.570, -0.956, -0.495, 0.874, 0.793, -1.259, -0.654, -1.119, -1.147, 0.722, 0.462, 0.441, 0.529, 0.497, 0.512, 0.451, 0.472, 0.508, 0.656, 0.569, 0.554, 0.469, 0.524, 0.437, 0.507, 0.464, 0.516, 1.111, -1.336, 1.293, -1.436, -1.228, 0.425, 0.464, -1.135, -1.103, -1.131, 0.491, 0.371, 0.304, 0.437, 0.389, 0.319, 0.574, 0.048, 0.412, 0.323, 0.478, 0.286, 0.292, 0.292, 0.389, 0.258, 0.479, 0.272, 0.099, -0.175, -0.065, -0.078, -0.204, -1.159, 0.452, -0.975, -0.545, -0.042, 0.409, 0.690, -0.037, 0.394, 0.397, 0.324, 0.408]}